Entry 1:
Below is a 2-piece molecular cluster, CH4N2O2S overall, with properties calculated with wB97M-V/def2-TZVPD.

The HOMO-LUMO gap comes out at 7.896 eV. As for the spin multiplicity: 1. The value obtained for the energy relative to the best compared isomer or geometry (same formula, charge and spin) is 37.3 kcal per mole. The value obtained for the total energy is -19010.30695 eV. The total charge is 0. The HOMO energy is -8.8845 eV.

Element x y z (Å)
C  0.862  -0.112  0.496
N  0.677  0.907  -0.334
N  1.563  -1.121  -0.085
O  -3.160  1.318  0.781
O  -3.326  -1.137  0.379
S  -2.590  0.113  0.138
H  1.380  0.889  -1.108
H  0.607  1.813  0.105
H  2.155  -0.885  -0.908
H  1.832  -1.785  0.535

Atomic forces in eV per Å
C -0.1 -1.5 0.4
N 1.7 0.5 -1.0
N -1.1 3.8 -1.8
O 1.4 -2.2 -1.3
O 1.4 1.9 -0.5
S -2.7 0.2 1.9
H -0.9 0.6 0.1
H -0.4 0.0 -0.1
H -0.4 -0.7 0.7
H 1.2 -2.6 1.6


Entry 2:
Below is one molecule with the formula C6H10, with properties calculated with wB97M-V/def2-TZVPD.

The SMILES is C[C@H]1C[C@H]2C[C@H]21. The HOMO-LUMO gap comes out at 10.805 eV. As for the spin multiplicity: 1. The value obtained for the energy relative to the best compared isomer or geometry (same formula, charge and spin) is 29.9 kcal per mole. The value obtained for the total energy is -6382.56471 eV. The total charge is 0. The HOMO energy is -9.5674 eV.

Element x y z (Å)
C  -1.040  -0.706  1.467
C  -0.558  0.389  0.529
C  0.952  0.767  0.482
C  0.903  0.675  -1.045
C  0.587  -0.732  -1.433
C  -0.529  0.166  -0.985
H  -0.842  -0.436  2.511
H  -2.121  -0.861  1.363
H  -0.542  -1.662  1.267
H  -1.131  1.305  0.722
H  1.167  1.761  0.883
H  1.633  0.045  0.951
H  1.333  1.393  -1.736
H  0.944  -1.560  -0.820
H  0.598  -0.935  -2.502
H  -1.355  0.390  -1.655

Atomic forces in eV per Å
C 0.0 -0.1 0.0
C -0.1 0.0 0.1
C 0.1 0.0 0.1
C 0.2 0.2 -0.1
C 0.0 -0.2 0.0
C -0.3 0.0 -0.1
H 0.0 0.0 -0.2
H 0.2 0.0 0.0
H 0.0 0.1 0.0
H 0.1 -0.1 0.0
H -0.1 -0.1 -0.1
H -0.1 0.1 -0.1
H 0.0 -0.2 0.1
H -0.1 0.2 0.0
H 0.0 0.0 0.2
H 0.1 0.0 0.1


Entry 3:
Below is one molecule with the formula C19H19N7O2S, with properties calculated with wB97M-V/def2-TZVPD.

The SMILES is CN(CCO)c1nc(N)c2c(N)nc3c(c2c1C#N)CC(=O)N3Cc1cccs1. The HOMO-LUMO gap comes out at 8.086 eV. As for the spin multiplicity: 1. The value obtained for the energy relative to the best compared isomer or geometry (same formula, charge and spin) is 0.8 kcal per mole. The value obtained for the total energy is -45374.09515 eV. The total charge is 0. The HOMO energy is -7.7985 eV.

Element x y z (Å)
C  -4.363  -1.878  -0.445
N  -3.954  -0.501  -0.586
C  -2.679  -0.082  -0.413
N  -2.526  1.255  -0.432
C  -1.373  1.815  -0.155
N  -1.344  3.179  -0.258
H  -0.461  3.597  -0.507
H  -2.158  3.562  -0.716
C  -0.235  1.070  0.268
C  0.963  1.642  0.774
N  2.056  0.935  1.014
C  1.978  -0.369  0.778
C  0.852  -1.072  0.374
C  -0.321  -0.351  0.119
C  -1.565  -0.932  -0.265
C  -1.605  -2.299  -0.560
N  -1.603  -3.415  -0.845
C  1.215  -2.521  0.313
C  2.682  -2.526  0.712
O  3.431  -3.468  0.800
N  3.037  -1.225  0.980
C  4.368  -0.796  1.352
C  5.046  -0.127  0.203
C  5.619  -0.719  -0.881
C  6.122  0.212  -1.816
C  5.917  1.497  -1.431
S  5.099  1.598  0.077
H  6.196  2.398  -1.940
H  6.615  -0.066  -2.730
H  5.682  -1.786  -0.999
H  4.286  -0.108  2.198
H  4.913  -1.698  1.646
H  1.095  -2.957  -0.680
H  0.639  -3.142  1.002
N  1.080  2.989  1.021
H  0.271  3.449  1.410
H  1.955  3.210  1.477
C  -4.980  0.475  -0.890
H  -4.553  1.243  -1.538
H  -5.792  -0.033  -1.411
C  -5.526  1.162  0.373
O  -6.158  0.268  1.257
H  -5.495  -0.340  1.603
H  -6.292  1.886  0.085
H  -4.705  1.692  0.871
H  -3.847  -2.351  0.391
H  -4.151  -2.459  -1.347
H  -5.435  -1.911  -0.255

Atomic forces in eV per Å
C 0.0 -0.5 -0.1
N 0.2 0.2 0.1
C 0.2 -0.2 -0.1
N 0.0 0.4 0.0
C -0.2 -0.2 0.1
N 0.0 0.1 -0.1
H 0.0 0.0 0.0
H 0.0 0.0 0.0
C 0.1 -0.2 0.0
C 0.1 -0.4 -0.1
N 0.2 0.0 0.2
C -0.9 0.0 -0.2
C 0.0 0.3 0.0
C 0.4 0.1 0.2
C -0.1 0.8 0.2
C 0.0 -0.7 -0.3
N 0.0 -0.2 0.0
C -0.1 -0.2 -0.1
C -0.1 -0.4 0.0
O 0.1 -0.1 0.0
N 0.1 0.4 0.3
C 0.0 -0.1 0.0
C 0.1 0.4 0.0
C 0.0 0.0 0.2
C 0.0 0.1 -0.1
C -0.1 0.2 0.3
S 0.2 -0.5 -0.4
H 0.1 0.2 -0.2
H 0.1 0.0 -0.2
H 0.0 -0.2 0.0
H 0.1 -0.2 0.0
H -0.1 0.2 0.0
H 0.1 -0.1 0.1
H 0.1 -0.1 0.0
N 0.1 0.3 0.1
H 0.0 0.0 0.0
H -0.1 0.0 0.0
C -0.3 0.6 0.2
H -0.2 -0.1 0.0
H 0.1 0.0 0.0
C 0.3 0.1 -0.5
O -0.1 -0.4 0.2
H 0.0 0.1 0.0
H 0.1 0.0 0.0
H -0.1 0.0 -0.1
H -0.1 0.0 0.0
H -0.1 0.0 0.1
H 0.1 0.1 0.0


Entry 4:
Below is a 10-piece molecular cluster, C62H42Cl18F5P overall, with properties calculated with wB97M-V/def2-TZVPD.

The SMILES is FC(F)(F)c1cccc(C(F)(F)P)c1.Clc1ccccc1Cl.Clc1ccccc1Cl.Clc1ccccc1Cl.Clc1ccccc1Cl.Clc1ccccc1Cl.Clc1ccccc1Cl.Clc1ccccc1Cl.Clc1ccccc1Cl.Clc1ccccc1Cl. The HOMO-LUMO gap comes out at 9.565 eV. As for the spin multiplicity: 1. The value obtained for the total energy is -313257.47997 eV. The total charge is 0. The HOMO energy is -9.1564 eV.

Element x y z (Å)
F  -3.225  3.188  7.464
C  -3.258  2.309  6.429
F  -3.952  1.228  6.855
F  -3.982  2.893  5.444
C  -1.873  1.947  5.973
C  -1.153  0.978  6.669
C  0.125  0.643  6.253
C  0.695  1.289  5.156
C  -0.024  2.259  4.471
C  0.511  3.008  3.266
F  -0.218  2.633  2.165
F  0.241  4.347  3.478
P  2.354  2.822  2.994
C  -1.316  2.594  4.881
H  -1.595  0.487  7.525
H  0.692  -0.112  6.777
H  1.699  1.021  4.852
H  2.770  4.160  3.040
H  2.496  2.437  1.649
H  -1.872  3.354  4.350
Cl  1.256  -0.498  1.264
C  2.041  -0.127  -0.232
C  1.369  -0.203  -1.443
Cl  -0.295  -0.671  -1.517
C  2.034  0.105  -2.620
C  3.364  0.488  -2.589
C  4.035  0.574  -1.376
C  3.373  0.267  -0.200
H  1.507  0.043  -3.560
H  3.875  0.723  -3.514
H  5.073  0.880  -1.343
H  3.886  0.330  0.752
Cl  5.598  -0.129  6.755
C  5.577  -1.347  5.528
C  5.143  -1.061  4.241
Cl  4.615  0.529  3.811
C  5.124  -2.060  3.279
C  5.539  -3.341  3.601
C  5.975  -3.626  4.888
C  5.993  -2.630  5.850
H  4.781  -1.829  2.279
H  5.520  -4.115  2.847
H  6.301  -4.624  5.145
H  6.328  -2.843  6.856
Cl  2.025  -3.880  -7.226
C  0.567  -3.474  -6.384
C  0.336  -2.187  -5.921
Cl  1.488  -0.916  -6.158
C  -0.838  -1.896  -5.243
C  -1.784  -2.883  -5.027
C  -1.555  -4.169  -5.498
C  -0.382  -4.462  -6.173
H  -1.006  -0.890  -4.881
H  -2.694  -2.641  -4.491
H  -2.290  -4.947  -5.340
H  -0.202  -5.461  -6.540
Cl  9.483  1.682  -0.308
C  7.888  2.340  -0.209
C  7.036  2.006  0.835
Cl  7.526  0.918  2.086
C  5.758  2.545  0.881
C  5.329  3.414  -0.108
C  6.183  3.750  -1.150
C  7.459  3.214  -1.198
H  5.103  2.274  1.698
H  4.330  3.826  -0.066
H  5.857  4.430  -1.925
H  8.131  3.470  -2.006
Cl  -4.547  -1.868  -3.191
C  -6.111  -2.548  -3.478
C  -6.277  -3.918  -3.631
Cl  -4.930  -4.998  -3.528
C  -7.540  -4.438  -3.868
C  -8.634  -3.594  -3.950
C  -8.467  -2.224  -3.793
C  -7.207  -1.702  -3.558
H  -7.660  -5.506  -3.987
H  -9.616  -4.006  -4.136
H  -9.319  -1.561  -3.855
H  -7.066  -0.638  -3.436
Cl  -5.500  4.115  -2.208
C  -4.871  3.411  -0.757
C  -3.509  3.414  -0.488
Cl  -2.381  4.130  -1.587
C  -3.034  2.834  0.679
C  -3.917  2.257  1.575
C  -5.280  2.260  1.310
C  -5.755  2.836  0.144
H  -1.975  2.832  0.886
H  -3.539  1.806  2.483
H  -5.973  1.814  2.009
H  -6.814  2.843  -0.074
Cl  3.414  -2.035  10.262
C  5.108  -2.081  10.604
C  5.714  -3.234  11.086
Cl  4.803  -4.677  11.359
C  7.075  -3.238  11.355
C  7.829  -2.097  11.140
C  7.224  -0.947  10.652
C  5.866  -0.940  10.388
H  7.538  -4.139  11.732
H  8.890  -2.108  11.351
H  7.809  -0.054  10.477
H  5.387  -0.049  10.008
Cl  -1.753  -8.001  -7.388
C  -1.062  -7.614  -8.925
C  -1.809  -7.703  -10.092
Cl  -3.464  -8.201  -10.060
C  -1.226  -7.386  -11.310
C  0.096  -6.978  -11.363
C  0.841  -6.885  -10.196
C  0.263  -7.204  -8.980
H  -1.814  -7.459  -12.214
H  0.543  -6.733  -12.317
H  1.873  -6.564  -10.230
H  0.837  -7.134  -8.067
Cl  -10.484  8.634  -3.942
C  -8.827  8.545  -3.452
C  -8.300  7.384  -2.904
Cl  -9.273  5.969  -2.695
C  -6.969  7.343  -2.514
C  -6.166  8.459  -2.674
C  -6.691  9.620  -3.226
C  -8.020  9.662  -3.614
H  -6.567  6.434  -2.088
H  -5.130  8.420  -2.368
H  -6.067  10.493  -3.355
H  -8.438  10.561  -4.043

Atomic forces in eV per Å
F -0.1 -0.3 -0.4
C -0.3 0.3 0.1
F 0.2 0.4 -0.1
F 0.2 -0.3 0.4
C 0.1 0.0 -0.1
C 0.1 0.0 -0.1
C -0.1 0.2 -0.1
C -0.2 -0.1 0.0
C 0.0 0.0 0.0
C -0.1 0.3 0.1
F 0.2 0.1 0.0
F 0.0 -0.1 -0.2
P 0.7 -0.8 0.8
C 0.1 -0.2 0.1
H 0.0 0.0 0.0
H 0.0 0.0 0.0
H 0.0 0.0 0.0
H -0.3 0.2 -0.5
H -0.4 0.5 -0.2
H 0.0 0.0 0.0
Cl -0.1 0.0 0.1
C 0.2 0.1 0.1
C -0.1 0.0 -0.1
Cl 0.0 0.0 0.0
C 0.1 0.0 0.0
C 0.0 0.0 0.1
C 0.0 -0.1 -0.1
C 0.1 0.0 0.0
H -0.1 0.0 0.0
H 0.0 0.0 0.0
H 0.0 0.0 0.0
H 0.0 0.0 0.0
Cl 0.0 0.0 0.0
C 0.0 0.0 0.1
C 0.1 0.0 -0.1
Cl -0.2 -0.2 0.2
C 0.0 -0.1 0.0
C 0.0 0.0 0.1
C 0.0 0.0 -0.1
C 0.0 -0.1 0.0
H 0.0 0.1 0.0
H 0.0 0.0 0.0
H 0.0 0.0 0.0
H 0.0 0.0 0.0
Cl 0.0 0.0 0.0
C 0.0 -0.1 0.0
C 0.0 0.1 0.1
Cl 0.1 0.0 -0.1
C -0.1 0.0 0.0
C 0.0 0.0 0.0
C 0.0 0.1 0.0
C -0.1 0.0 0.0
H 0.0 0.0 0.0
H 0.2 -0.1 -0.2
H 0.0 0.0 0.0
H 0.0 0.0 0.0
Cl 0.0 0.0 0.0
C 0.1 0.0 -0.1
C -0.1 -0.1 0.1
Cl 0.2 0.0 -0.1
C 0.0 0.1 0.0
C 0.1 0.1 0.0
C 0.0 0.0 0.1
C -0.1 0.0 0.0
H 0.0 0.0 0.0
H 0.0 0.0 0.0
H 0.0 0.0 0.0
H 0.0 0.0 0.0
Cl -0.2 0.1 0.2
C 0.0 0.1 0.0
C 0.0 -0.1 0.0
Cl 0.0 0.0 0.0
C -0.1 0.0 0.0
C 0.0 0.1 0.0
C 0.0 -0.1 0.0
C -0.1 0.0 0.0
H 0.0 0.0 0.0
H 0.0 0.0 0.0
H 0.0 0.0 0.0
H 0.1 0.0 0.0
Cl 0.1 -0.1 0.0
C -0.1 0.0 0.0
C 0.1 0.0 0.0
Cl 0.0 0.0 0.0
C 0.0 -0.1 0.1
C -0.1 0.0 0.0
C 0.1 0.0 0.0
C 0.0 0.0 0.1
H 0.0 0.0 -0.1
H 0.0 0.0 0.0
H 0.0 0.0 0.0
H 0.0 0.0 0.0
Cl 0.0 0.0 0.0
C -0.1 0.1 0.0
C 0.0 -0.1 0.0
Cl 0.0 0.0 0.0
C 0.1 0.0 0.0
C 0.0 0.0 0.0
C 0.0 -0.1 0.0
C 0.1 0.1 0.0
H 0.0 0.0 0.0
H 0.0 0.0 0.0
H 0.0 0.0 0.0
H -0.1 0.0 0.0
Cl 0.0 0.0 0.0
C 0.1 0.0 0.1
C -0.1 0.0 -0.1
Cl 0.0 0.0 0.0
C 0.1 0.0 0.0
C 0.0 0.0 0.0
C 0.0 0.0 0.0
C 0.0 0.0 0.0
H 0.0 0.0 0.0
H 0.0 0.0 0.0
H 0.0 0.0 0.0
H 0.0 0.0 0.0
Cl 0.0 0.0 0.0
C 0.0 0.1 0.0
C 0.0 -0.1 0.0
Cl 0.0 0.0 0.0
C 0.1 0.0 0.0
C 0.0 0.0 0.0
C 0.0 0.0 0.0
C 0.1 0.0 0.0
H -0.1 0.1 0.0
H 0.0 0.0 0.0
H 0.0 0.0 0.0
H -0.1 0.0 0.0


Entry 5:
Below is C24H36NbO9 as an isolated structure, with properties calculated with wB97M-V/def2-TZVPD.

The HOMO-LUMO gap comes out at 7.431 eV. As for the spin multiplicity: 1. The value obtained for the total energy is -45444.14505 eV. The total charge is -1. The HOMO energy is -5.1241 eV.

Element x y z (Å)
O  0.704  -1.861  -2.578
C  0.585  -0.823  -1.950
C  -0.324  0.284  -2.547
Nb  -2.213  0.509  -1.231
C  1.268  -0.570  -0.564
C  2.370  0.369  -0.525
C  3.004  0.668  0.735
C  2.574  0.058  1.976
C  1.497  -0.910  1.929
C  0.862  -1.206  0.669
H  0.180  1.293  -2.541
H  -0.605  0.078  -3.609
H  -3.280  -0.321  -2.457
H  -2.526  2.141  -1.997
H  -1.078  1.221  0.042
H  -1.831  -1.173  -0.572
H  -3.574  0.759  -0.041
H  2.710  0.852  -1.463
H  3.836  1.408  0.750
H  3.063  0.334  2.936
H  1.153  -1.385  2.874
H  0.036  -1.940  0.651
O  2.533  3.187  -1.558
C  3.486  3.436  -2.234
O  4.603  2.657  -2.284
C  5.595  3.292  -3.100
C  4.827  4.245  -3.995
C  3.662  4.654  -3.109
H  6.302  3.813  -2.448
H  6.135  2.537  -3.672
H  5.427  5.084  -4.348
H  4.451  3.709  -4.870
H  3.909  5.511  -2.479
H  2.762  4.852  -3.689
O  -3.724  -3.489  1.763
C  -3.031  -4.317  1.243
O  -2.819  -5.555  1.774
C  -1.860  -6.260  0.972
C  -1.909  -5.593  -0.388
C  -2.242  -4.153  -0.032
H  -0.878  -6.171  1.444
H  -2.133  -7.315  0.921
H  -0.984  -5.702  -0.954
H  -2.721  -6.021  -0.983
H  -1.346  -3.568  0.177
H  -2.839  -3.674  -0.804
O  0.176  -4.153  3.858
C  -0.555  -4.238  4.803
O  -0.127  -4.176  6.095
C  -1.231  -4.420  6.978
C  -2.470  -4.093  6.168
C  -2.045  -4.470  4.758
H  -1.203  -5.468  7.289
H  -1.139  -3.787  7.860
H  -3.361  -4.617  6.514
H  -2.671  -3.020  6.214
H  -2.234  -5.524  4.544
H  -2.519  -3.837  4.011
O  -0.466  6.019  -4.669
C  -0.759  5.813  -3.523
O  0.129  5.881  -2.495
C  -0.519  5.472  -1.277
C  -1.995  5.674  -1.524
C  -2.121  5.402  -3.008
H  -0.270  4.426  -1.084
H  -0.159  6.080  -0.447
H  -2.625  5.033  -0.908
H  -2.267  6.714  -1.318
H  -2.274  4.341  -3.214
H  -2.909  6.001  -3.461

Atomic forces in eV per Å
O 0.4 -0.1 0.9
C -1.1 1.0 -0.8
C 1.4 0.4 0.9
Nb 0.5 0.1 -0.6
C 1.0 0.5 0.9
C -0.7 -1.0 1.4
C -0.8 -0.7 0.1
C -0.8 -0.4 -1.8
C 0.7 1.0 -1.2
C 0.9 0.6 0.0
H -0.4 -0.8 0.3
H 0.2 -0.2 0.9
H -0.4 -0.5 -0.1
H -0.2 0.4 -0.5
H -0.1 -0.2 0.3
H -0.1 -0.1 -0.2
H 0.2 0.2 0.4
H -0.3 -0.4 0.9
H -0.7 -0.6 0.0
H -0.4 -0.3 -0.9
H 0.2 0.3 -1.0
H 0.6 0.7 0.0
O 0.3 -0.1 -0.1
C -0.5 0.5 0.3
O -0.1 0.0 0.0
C 0.3 0.0 -0.1
C 0.1 0.3 -0.3
C 0.2 -0.2 -0.6
H 0.0 0.0 0.0
H -0.1 -0.1 0.2
H 0.0 -0.1 0.0
H 0.0 0.0 0.0
H -0.1 0.0 0.0
H -0.1 0.1 0.3
O 0.0 -0.5 0.3
C 0.1 0.9 -0.1
O -0.2 0.0 0.1
C 0.3 -0.3 -0.1
C 0.2 0.0 -0.3
C -0.1 -0.6 -0.3
H 0.0 0.1 0.0
H -0.1 0.1 0.2
H 0.0 0.0 0.1
H 0.0 0.0 0.0
H -0.1 0.1 -0.1
H 0.1 0.4 0.2
O 0.2 0.1 0.4
C 0.0 -0.3 -0.7
O 0.1 0.1 -0.1
C -0.1 0.0 0.3
C -0.4 0.0 0.0
C -0.2 0.4 0.4
H 0.0 0.0 0.0
H 0.2 0.0 -0.1
H 0.1 0.0 0.0
H 0.0 -0.1 0.0
H 0.0 0.1 -0.2
H 0.1 -0.3 -0.2
O 0.4 0.2 0.3
C -0.2 -0.3 -0.4
O -0.2 0.2 -0.4
C 0.1 -0.3 0.5
C -0.5 0.0 0.3
C 0.0 0.3 0.3
H 0.0 0.0 -0.1
H 0.2 0.0 -0.2
H 0.1 -0.1 0.0
H 0.0 0.0 0.0
H 0.0 0.0 -0.1
H 0.1 -0.2 -0.3


no.,largest force on an atom (eV Å⁻¹),LUMO energy (eV)
1,4.3,-0.988
2,0.3,1.238
3,0.9,0.288
4,1.4,0.409
5,2.0,2.307